(1)
The following is a DFT calculation (ωB97M-V/def2-TZVPD) of C30H34AsN6OPdS2 as an isolated structure in a non-equilibrium geometry.

**ΔE to the lowest compared entry with this formula, charge and spin**: 12.8 kcal per mole
**Net charge**: +1
**HOMO level**: -10.16 eV
**Multiplicity**: 1
**Maximum force**: 1.2 eV/A

Each line ends with the Löwdin charge.
Element x y z (Å)
Pd  1.4803  -0.0741  0.2822  0.53
C  0.2361  -3.1599  4.3536  -0.43
S  1.9371  -2.5870  4.2904  0.90
C  1.9969  -1.6365  2.8339  -1.06
S  0.5662  -1.4628  1.8380  0.61
N  3.1694  -1.1013  2.6572  -0.06
N  3.1974  -0.4450  1.4413  -0.14
C  4.2208  0.2464  1.1411  -0.07
C  4.1726  0.9032  -0.1735  -0.25
C  5.2996  1.4507  -0.7521  0.00
C  5.2000  2.0129  -2.0161  -0.03
C  3.9755  2.0172  -2.6605  -0.03
C  2.8851  1.4572  -2.0193  -0.10
N  2.9750  0.9168  -0.8021  -0.02
H  0.1847  -3.7796  5.2481  0.04
H  -0.0112  -3.7661  3.4851  0.03
H  -0.4629  -2.3327  4.4526  0.03
H  5.0719  0.3327  1.8099  0.14
H  6.2437  1.4182  -0.2231  0.13
H  6.0747  2.4346  -2.4943  0.12
H  3.8577  2.4484  -3.6446  0.12
H  1.9040  1.4406  -2.4742  0.12
C  1.6571  3.6156  1.1958  -0.28
As  0.8392  1.9346  1.6953  1.11
C  -1.0178  2.4563  1.7763  -0.28
C  1.3831  1.7927  3.5668  -0.31
C  0.7347  2.8163  4.4522  -0.32
C  -0.5045  2.5645  5.0413  -0.07
C  -1.1053  3.5099  5.8620  -0.07
C  -0.4730  4.7244  6.1035  -0.08
C  0.7593  4.9836  5.5222  -0.07
C  1.3583  4.0342  4.7040  -0.06
H  1.3548  4.3912  1.8977  0.03
H  1.3353  3.8856  0.1920  0.03
H  2.7422  3.5168  1.2095  0.03
H  -1.1425  3.3124  2.4358  0.03
H  -1.6175  1.6251  2.1418  0.03
H  -1.3363  2.7176  0.7681  0.03
H  2.4673  1.9025  3.5573  0.08
H  1.1563  0.7783  3.8874  0.05
H  -0.9980  1.6142  4.8638  0.11
H  -2.0650  3.2976  6.3187  0.11
H  -0.9336  5.4580  6.7532  0.11
H  1.2612  5.9238  5.7122  0.11
H  2.3316  4.2371  4.2699  0.11
C  -2.0143  -2.5172  -7.3718  -0.05
C  -2.6467  -2.7015  -6.0148  -0.27
C  -2.9199  -3.9672  -5.5067  -0.04
C  -3.4892  -4.1339  -4.2513  -0.02
C  -3.8103  -3.0284  -3.4780  -0.27
N  -4.4114  -3.2525  -2.2076  0.14
C  -4.4578  -2.4394  -1.1027  -0.53
O  -5.3414  -2.5131  -0.2789  0.09
N  -3.4366  -1.4938  -0.9641  0.14
C  -2.0689  -1.6284  -1.2418  -0.22
C  -1.4518  -2.8429  -1.5539  0.02
C  -0.1020  -2.8640  -1.8201  -0.03
C  0.6176  -1.6833  -1.7516  -0.19
N  0.0522  -0.5184  -1.4082  -0.05
C  -1.2673  -0.5052  -1.1603  -0.09
C  -3.5763  -1.7541  -3.9792  -0.03
C  -2.9912  -1.6047  -5.2278  -0.03
H  -2.0252  -3.4439  -7.9444  0.08
H  -0.9744  -2.1963  -7.2810  0.08
H  -2.5403  -1.7574  -7.9518  0.08
H  -2.6854  -4.8437  -6.1003  0.12
H  -3.6885  -5.1316  -3.8726  0.12
H  -5.0675  -4.0150  -2.1390  0.16
H  -3.7092  -0.7563  -0.3340  0.15
H  -2.0273  -3.7567  -1.5811  0.12
H  0.3976  -3.7921  -2.0637  0.12
H  1.6635  -1.6539  -2.0144  0.10
H  -1.6958  0.4512  -0.8795  0.12
H  -3.8750  -0.8799  -3.4127  0.12
H  -2.8183  -0.6028  -5.6075  0.12

(2)
The following is a DFT calculation (ωB97M-V/def2-TZVPD) of a 2-piece molecular cluster, C6H13NO overall in a non-equilibrium geometry.

**ΔE to the lowest compared entry with this formula, charge and spin**: 17.3 kcal per mole
**SMILES**: C=C(C)C.CC(N)=O
**HOMO level**: -9.02 eV
**Multiplicity**: 1
**Maximum force**: 1.9 eV/A

Each line ends with the natural charge from an NBO analysis.
Element x y z (Å)
C  -0.9287  -0.2768  1.6747  -0.38
C  -1.3295  -0.1777  0.3896  0.00
C  -1.7367  1.1355  -0.2144  -0.64
C  -1.5308  -1.3950  -0.4657  -0.64
H  -0.7233  -1.2369  2.1389  0.20
H  -0.8535  0.5983  2.3135  0.20
H  -1.4400  1.9829  0.4124  0.22
H  -1.2620  1.2683  -1.1925  0.20
H  -2.8215  1.1793  -0.3524  0.22
H  -2.5955  -1.6289  -0.5639  0.22
H  -1.1254  -1.2273  -1.4693  0.20
H  -1.0270  -2.2726  -0.0470  0.22
C  1.8540  1.3232  -0.4325  -0.71
C  1.9565  0.0010  0.2757  0.68
N  2.0338  -1.0870  -0.5405  -0.83
O  2.1295  -0.1055  1.4943  -0.63
H  1.3526  1.2165  -1.3985  0.21
H  1.2844  2.0220  0.1851  0.24
H  2.8590  1.7226  -0.5923  0.24
H  2.1143  -1.9916  -0.0963  0.40
H  1.7894  -1.0504  -1.5191  0.39

(3)
The following is a DFT calculation (ωB97M-V/def2-TZVPD) of an isolated molecule of C3H5NO2.

**ΔE to the lowest compared entry with this formula, charge and spin**: 38.4 kcal per mole
**SMILES**: [H]/N=C/OCC=O
**HOMO level**: -9.78 eV
**Multiplicity**: 1
**Maximum force**: 0.6 eV/A

Each line ends with the natural charge from an NBO analysis.
Element x y z (Å)
H  -1.3969  -1.6011  -1.4545  0.36
N  -0.8721  -1.0277  -0.8021  -0.71
C  -0.0646  -0.2974  -1.4393  0.41
O  0.7797  0.5495  -0.8264  -0.49
C  0.3593  0.9243  0.4848  -0.19
C  0.2569  -0.2065  1.4951  0.43
O  -0.4189  -0.0793  2.4859  -0.52
H  -0.0060  -0.2226  -2.5244  0.16
H  -0.6190  1.4137  0.4309  0.21
H  1.0997  1.6492  0.8394  0.22
H  0.8818  -1.1022  1.3105  0.12

(4)
The following is a DFT calculation (ωB97M-V/def2-TZVPD) of C2H4N4O2 as an isolated structure in a non-equilibrium geometry.

**ΔE to the lowest compared entry with this formula, charge and spin**: 130.8 kcal per mole
**HOMO level**: -10.08 eV
**Multiplicity**: 1
**Maximum force**: 4.2 eV/A

Each line ends with the natural charge from an NBO analysis.
Element x y z (Å)
C  0.3198  0.7728  -0.2357  -0.28
C  -0.6439  -0.3166  0.2587  -0.31
N  -0.4703  1.9830  -0.1646  -0.08
N  -1.5893  1.9408  0.0531  0.16
N  -1.9318  0.2412  0.5095  -0.25
N  -3.0444  -0.2883  -0.0065  0.62
O  -2.9237  -1.4544  -0.2987  -0.43
O  -4.0277  0.3967  -0.0239  -0.38
H  1.2126  1.0245  0.3257  0.24
H  0.5356  0.5050  -1.3970  0.25
H  -0.6237  -1.1735  -0.3899  0.24
H  -0.4151  -0.6993  1.1748  0.22

(5)
The following is a DFT calculation (ωB97M-V/def2-TZVPD) of a 5-piece molecular cluster, CH12O4S2 overall in a non-equilibrium geometry.

**ΔE to the lowest compared entry with this formula, charge and spin**: 31.0 kcal per mole
**Net charge**: -1
**HOMO level (spin up / spin down)**: -0.27 / -3.79 eV
**Multiplicity**: 2
**Maximum force**: 6.8 eV/A

Each line ends with the Löwdin spin population.
Element x y z (Å)
C  1.8784  -2.1145  2.4781  0.03
S  0.4676  -1.4091  3.5480  0.36
S  -0.2770  0.1324  2.2306  0.43
H  2.2556  -3.0019  3.1623  0.02
H  2.6592  -1.3636  2.5399  0.00
H  1.5646  -2.4930  1.6052  0.00
H  -0.7240  -0.9598  1.2395  0.02
H  -1.8813  0.6502  0.5751  0.04
H  -3.2178  0.6391  -0.0242  0.01
O  -2.3543  0.8766  -0.2267  0.05
H  -0.9833  -1.6822  -2.1468  0.00
H  0.2424  -1.1528  -1.5047  0.00
O  -0.0775  -1.9509  -1.8619  0.01
H  -0.0622  0.8683  -3.4579  0.00
H  0.3908  2.1794  -2.8164  0.00
O  0.7779  1.3275  -3.0034  0.01
H  -0.7355  3.1525  -0.1871  0.01
H  0.2583  2.8325  -1.3231  0.00
O  -0.1818  3.4694  -0.8266  0.01

(6)
The following is a DFT calculation (ωB97M-V/def2-TZVPD) of a 2-piece molecular cluster, C4H11N2O overall in a non-equilibrium geometry.

**ΔE to the lowest compared entry with this formula, charge and spin**: 41.2 kcal per mole
**Net charge**: -1
**HOMO level**: -2.94 eV
**Multiplicity**: 1
**Maximum force**: 2.5 eV/A

Each line ends with the natural charge from an NBO analysis.
Element x y z (Å)
N  0.1334  1.4912  0.9496  -0.94
C  -0.1419  0.5505  2.1557  0.14
O  -1.3478  -0.0080  2.0465  -0.93
H  -0.8795  1.7325  0.7018  0.35
H  0.5602  2.3419  1.2594  0.32
H  0.7735  -0.1701  2.1179  0.04
H  -0.0048  1.2043  3.0447  0.06
C  0.6896  0.8291  -2.1630  -0.61
C  1.1107  -0.4176  -1.2724  -0.27
C  -0.6814  -1.6681  -0.4790  -0.07
N  0.0746  -1.4342  -1.5201  -0.46
H  1.5364  1.5651  -2.0885  0.19
H  0.4730  0.4090  -3.1533  0.19
H  -0.2601  1.2971  -1.8532  0.22
H  1.1482  -0.0585  -0.2388  0.23
H  2.1341  -0.8020  -1.5097  0.16
H  -0.5505  -1.1721  0.4877  0.23
H  -1.4658  -2.4463  -0.5935  0.14